(1)
Molecular formula: C22H62F9N12O18SY
Method: DFT, ωB97M-V/def2-TZVPD

Geometry (Å):
Y -1.057 4.341 -1.134
C -4.104 0.750 -0.144
F -4.639 -0.117 0.694
F -3.048 0.121 -0.691
F -4.980 1.089 -1.078
S -3.569 2.280 0.807
O -2.847 1.888 2.011
O -2.714 2.988 -0.183
O -4.779 3.070 1.048
C 1.035 7.018 -0.723
O 1.750 5.858 -0.300
O -0.179 6.491 -1.082
C 1.193 8.210 0.259
F 0.120 8.307 1.061
F 2.191 8.043 1.177
F 1.485 9.412 -0.281
C 3.018 5.526 -0.802
C 3.649 4.482 0.121
H 4.677 4.314 -0.220
H 3.866 4.858 1.121
H 3.124 3.529 0.128
H 3.683 6.379 -0.966
H 2.888 5.115 -1.813
H 1.550 7.344 -1.638
C 0.789 1.340 0.182
O -0.050 0.237 -0.136
O 0.319 2.427 -0.537
C 0.937 1.464 1.758
F -0.208 1.244 2.398
F 1.916 0.653 2.237
F 1.253 2.737 2.099
C 0.621 -1.042 -0.042
C -0.388 -1.994 -0.621
H -0.227 -1.956 -1.702
H -0.276 -3.003 -0.222
H -1.421 -1.699 -0.441
H 0.717 -1.299 1.014
H 1.510 -1.083 -0.673
H 1.779 1.066 -0.200
C 4.575 -0.720 3.609
C 3.631 -1.845 4.108
C 2.729 -2.481 3.074
O 2.142 -3.689 3.543
C 1.575 -4.541 2.574
N 4.492 -2.725 4.924
H 5.308 -1.042 2.862
H 5.228 -0.307 4.378
H 4.066 0.128 3.146
H 3.019 -1.389 4.892
H 3.286 -2.609 2.138
H 1.902 -1.789 2.908
H 1.123 -5.397 3.075
H 2.327 -4.882 1.860
H 0.719 -3.996 2.164
H 4.957 -3.369 4.278
H 3.781 -3.410 5.198
C -4.716 -3.824 0.551
C -3.378 -4.310 1.212
C -2.449 -4.853 0.087
O -1.328 -5.393 0.805
C -1.181 -6.785 0.966
N -2.758 -3.102 1.728
H -4.449 -3.020 -0.135
H -5.430 -3.597 1.339
H -5.108 -4.622 -0.084
H -3.555 -5.055 1.984
H -2.137 -4.047 -0.575
H -2.922 -5.570 -0.592
H -2.082 -7.356 1.202
H -0.396 -7.130 1.639
H -0.790 -7.083 -0.013
H -2.412 -2.460 1.026
H -1.864 -3.223 2.198
O 0.672 -5.582 -1.355
H -0.247 -5.687 -1.095
H 0.669 -4.836 -1.965
O -0.061 -1.215 3.994
H -0.026 -0.262 3.879
H -0.986 -1.403 4.185
O -0.767 4.482 1.191
H -1.115 5.110 1.837
H -0.667 3.655 1.679
O 0.343 4.155 -2.931
H 0.742 4.873 -3.432
H 0.572 3.334 -3.434
C 2.310 1.814 -3.788
O 1.262 2.218 -4.302
N 2.595 1.871 -2.469
N 3.277 1.199 -4.500
H 1.733 1.985 -1.932
H 3.426 2.295 -2.092
H 3.177 0.901 -5.455
H 4.130 1.001 -4.007
C -1.855 1.572 -3.479
O -2.068 2.555 -2.736
N -2.112 1.640 -4.811
N -1.240 0.490 -3.072
H -2.478 2.530 -5.101
H -1.883 0.873 -5.414
H -1.468 -0.367 -3.546
H -0.725 0.517 -2.197
C -1.714 4.514 4.439
O -1.378 5.596 4.908
N -1.005 3.359 4.533
N -2.855 4.315 3.734
H -0.041 3.364 4.823
H -1.268 2.554 3.988
H -3.353 5.190 3.665
H -3.299 3.421 3.858
C -3.748 -3.375 -3.133
O -3.415 -4.549 -3.186
N -4.981 -2.837 -3.269
N -2.786 -2.431 -2.898
H -5.042 -1.923 -3.682
H -5.736 -3.489 -3.403
H -2.979 -1.454 -3.011
H -1.890 -2.817 -2.655
C 2.159 -3.261 -3.506
O 1.085 -3.752 -3.830
N 3.144 -3.939 -2.870
N 2.351 -1.923 -3.599
H 4.011 -3.470 -2.676
H 3.157 -4.921 -3.096
H 1.655 -1.307 -3.978
H 3.225 -1.483 -3.368

Orbital gap ... 8.16 eV
Highest occupied orbital energy ... -8.74 eV
Multiplicity ... 1
LUMO ... -0.58 eV
Net charge ... 0
F_max ... 3.6 eV Å⁻¹
M ... 1074.76 g mol⁻¹


(2)
Molecular formula: C3H8
Method: DFT, ωB97M-V/def2-TZVPD

Geometry (Å):
C -1.269 -0.266 0.006
C -0.043 0.570 -0.007
C 1.294 -0.232 0.031
H -1.441 -0.528 0.997
H -2.236 0.260 -0.239
H -1.274 -1.166 -0.674
H 0.002 1.095 -0.976
H -0.021 1.298 0.770
H 2.188 0.395 -0.012
H 1.470 -0.844 -0.896
H 1.424 -0.942 0.848

Orbital gap ... 12.53 eV
Structure (SMILES) ... CCC
Highest occupied orbital energy ... -11.24 eV
Energy relative to the best compared isomer or geometry (same formula, charge and spin) ... 0.366 eV
Multiplicity ... 1
LUMO ... 1.30 eV
Net charge ... 0
F_max ... 2.9 eV Å⁻¹
M ... 44.10 g mol⁻¹


(3)
Molecular formula: C4H9N2O
Method: DFT, ωB97M-V/def2-TZVPD

Geometry (Å):
C -0.060 -0.400 -1.594
N -0.119 0.084 -0.239
C -1.151 0.108 0.504
N -2.461 0.207 0.633
C 1.119 0.521 0.293
C 1.143 0.031 1.816
O -0.037 0.402 2.375
H 0.821 -0.936 -1.634
H -1.049 -0.818 -1.724
H 0.041 0.202 -2.438
H -3.014 0.575 -0.065
H -2.982 0.054 1.457
H 1.148 1.564 0.473
H 1.925 0.093 -0.287
H 1.346 -1.118 1.908
H 2.042 0.588 2.290

Orbital gap (alpha / beta) ... 8.52 / 8.50 eV
Structure (SMILES) ... C[N+](=C=[NH2+])CC[O-]
Highest occupied orbital energy (alpha / beta) ... -14.03 / -14.01 eV
Energy relative to the best compared isomer or geometry (same formula, charge and spin) ... 5.674 eV
Multiplicity ... 1
LUMO (alpha / beta) ... -5.51 / -5.51 eV
Net charge ... +1
F_max ... 4.5 eV Å⁻¹
M ... 101.13 g mol⁻¹


(4)
Molecular formula: C13H24BaNO12
Method: DFT, ωB97M-V/def2-TZVPD

Geometry (Å):
Ba -5.128 -8.825 20.992
C -3.840 -8.847 28.746
C -3.049 -9.159 27.468
C -2.415 -7.953 26.807
N -1.584 -8.302 25.597
C -0.824 -7.039 25.239
C -0.280 -7.022 23.805
C -1.287 -7.475 22.778
C -1.899 -8.799 23.104
C -2.513 -8.779 24.487
C -0.549 -9.328 25.915
H -3.171 -8.292 29.417
H -3.991 -9.773 29.299
H -4.749 -8.270 28.620
H -3.734 -9.606 26.743
H -2.305 -9.927 27.678
H -1.723 -7.400 27.450
H -3.144 -7.201 26.509
H -1.423 -6.139 25.399
H -0.048 -6.908 25.997
H 0.008 -5.998 23.560
H 0.650 -7.598 23.769
H -2.131 -6.774 22.759
H -0.799 -7.490 21.803
H -2.682 -9.069 22.429
H -1.224 -9.665 23.080
H -3.379 -8.115 24.543
H -2.806 -9.784 24.784
H -0.090 -9.068 26.863
H 0.125 -9.362 25.065
H -1.025 -10.304 25.977
O -7.720 -11.233 18.100
C -6.963 -10.544 18.981
O -7.560 -9.866 19.872
O -5.713 -10.557 18.955
H -8.623 -10.997 18.355
O -1.324 -7.338 19.117
C -2.569 -7.814 19.423
O -3.567 -7.085 19.476
O -2.675 -9.066 19.610
H -0.773 -8.132 19.161
O -5.137 -11.606 24.640
C -5.265 -10.900 23.446
O -4.349 -11.041 22.595
O -6.284 -10.228 23.271
H -4.264 -12.013 24.574
O -6.170 -5.218 23.775
C -5.871 -6.217 22.874
O -4.890 -6.975 23.108
O -6.647 -6.391 21.924
H -5.567 -5.287 24.519

Orbital gap ... 6.35 eV
Highest occupied orbital energy ... -5.03 eV
Energy relative to the best compared isomer or geometry (same formula, charge and spin) ... 0.499 eV
Multiplicity ... 1
LUMO ... 1.31 eV
Net charge ... -1
F_max ... 3.3 eV Å⁻¹
M ... 523.66 g mol⁻¹


(5)
Molecular formula: C4H42NO18P2
Method: DFT, ωB97M-V/def2-TZVPD

Geometry (Å):
O 1.818 -1.168 2.026
P 2.631 -0.913 0.830
O 3.942 -1.821 0.794
O 3.198 0.568 0.691
P 1.582 -1.369 -1.018
C -0.194 -1.233 -0.628
C -0.839 0.142 -0.437
C -2.296 -0.277 -0.219
N -2.169 -1.570 0.596
C -0.691 -1.896 0.641
H 4.288 -1.945 -0.100
H 4.088 0.670 1.054
H 1.818 -0.241 -1.813
H -0.698 -1.738 -1.459
H -0.714 0.808 -1.282
H -0.521 0.599 0.502
H -2.763 -0.527 -1.172
H -2.924 0.448 0.290
H -2.723 -2.287 0.139
H -2.532 -1.367 1.535
H -0.327 -1.370 1.516
H -0.541 -2.964 0.784
O 3.386 -2.365 -3.400
H 2.913 -3.209 -3.424
H 3.895 -2.324 -4.215
O -2.341 -0.120 2.916
H -2.511 0.828 2.833
H -2.066 -0.270 3.828
O 0.194 -0.359 4.474
H 1.057 0.045 4.638
H 0.332 -0.837 3.647
O 2.162 -5.055 -3.361
H 1.713 -5.701 -2.809
H 2.900 -5.547 -3.739
O -0.592 3.292 -0.937
H -0.370 3.289 0.013
H 0.251 3.153 -1.381
O -2.905 2.707 2.628
H -2.674 3.130 3.466
H -3.251 3.427 2.077
O -0.057 2.799 2.035
H 0.390 2.237 2.680
H -0.969 2.810 2.359
O -1.340 -3.228 -3.105
H -1.856 -3.932 -2.700
H -0.618 -3.686 -3.555
O -0.340 -0.316 -3.945
H -0.876 -1.120 -3.911
H -0.952 0.384 -3.697
O 4.522 -5.024 -1.603
H 4.206 -4.126 -1.754
H 4.632 -5.109 -0.652
O -0.070 2.991 4.853
H 0.229 2.574 5.668
H 0.455 3.794 4.772
O 0.181 3.975 -3.690
H -0.352 3.179 -3.599
H -0.277 4.629 -3.147
O 3.000 -0.200 5.743
H 2.738 -0.837 6.415
H 3.577 -0.691 5.150
O -2.444 3.706 -5.525
H -1.722 4.037 -4.979
H -2.121 3.797 -6.427
O -4.892 4.234 0.984
H -5.157 4.992 0.454
H -5.416 3.500 0.650

Orbital gap ... 9.22 eV
Highest occupied orbital energy ... -11.82 eV
Multiplicity ... 1
LUMO ... -2.59 eV
Net charge ... +1
F_max ... 1.2 eV Å⁻¹
M ... 454.32 g mol⁻¹


(6)
Molecular formula: C5H9Cl
Method: DFT, ωB97M-V/def2-TZVPD

Geometry (Å):
C 2.000 -1.233 -0.450
C 1.417 -0.081 -0.043
C 0.335 0.011 0.982
C -1.049 0.083 0.437
C -1.297 1.051 -0.733
Cl -1.662 -1.609 -0.069
H 1.432 -2.057 -0.170
H 2.798 -1.467 -1.124
H 1.579 0.853 -0.414
H 0.305 0.938 1.631
H 0.297 -0.827 1.709
H -1.690 0.438 1.188
H -1.886 2.026 -0.330
H -2.170 0.575 -1.311
H -0.408 1.300 -1.301

Orbital gap ... 10.61 eV
Structure (SMILES) ... C=CC[C@@H](C)Cl
Highest occupied orbital energy ... -9.72 eV
Energy relative to the best compared isomer or geometry (same formula, charge and spin) ... 1.602 eV
Multiplicity ... 1
LUMO ... 0.89 eV
Net charge ... 0
F_max ... 3.5 eV Å⁻¹
M ... 104.58 g mol⁻¹